# 1
Density functional theory data (ωB97M-V/def2-TZVPD) for a molecular structure, C55H46N6S2SiTl.

Cartesian coordinates (Å):
Tl  0.031  1.053  -0.272
C  3.449  2.754  0.860
C  2.366  3.772  1.056
C  2.620  5.120  0.828
C  1.598  6.027  1.013
C  0.368  5.578  1.461
C  0.204  4.216  1.710
N  1.178  3.343  1.477
C  -1.110  3.714  2.238
C  -1.955  4.628  2.863
C  -3.248  4.249  3.156
C  -3.653  2.975  2.829
C  -2.720  2.072  2.309
N  -1.461  2.435  2.053
C  -3.175  0.668  2.008
C  -4.396  0.227  2.518
C  -4.845  -1.041  2.196
C  -4.053  -1.844  1.408
C  -2.813  -1.366  0.991
C  -1.896  -2.293  0.258
N  -2.396  -0.128  1.270
H  4.099  2.713  1.739
H  4.048  3.000  -0.016
H  3.022  1.764  0.713
H  3.593  5.430  0.470
H  1.747  7.078  0.797
H  -0.455  6.268  1.559
H  -1.612  5.624  3.094
H  -3.940  4.950  3.606
H  -4.683  2.694  2.971
H  -4.994  0.849  3.164
H  -5.797  -1.396  2.571
H  -4.357  -2.846  1.137
H  -1.457  -3.001  0.962
H  -1.099  -1.751  -0.238
H  -2.448  -2.855  -0.497
N  -1.444  -6.985  -7.704
C  -1.278  -6.120  -6.964
C  -1.070  -5.038  -6.039
C  -0.644  -5.312  -4.742
C  -0.441  -4.266  -3.858
C  -0.667  -2.950  -4.251
C  -1.094  -2.689  -5.551
C  -1.293  -3.724  -6.446
C  -0.446  -1.835  -3.283
C  -1.600  -1.173  -2.843
C  -2.928  -1.531  -3.208
C  -3.765  -0.638  -2.578
C  -2.917  0.231  -1.852
N  -1.634  -0.074  -1.990
C  0.877  -1.580  -2.966
C  2.022  -2.109  -3.652
C  3.105  -1.427  -3.171
C  2.589  -0.523  -2.196
N  1.287  -0.608  -2.064
H  -0.475  -6.336  -4.436
H  -0.104  -4.460  -2.847
H  -1.267  -1.663  -5.849
H  -1.619  -3.524  -7.458
H  -3.213  -2.345  -3.857
H  -4.842  -0.590  -2.628
H  -3.206  1.075  -1.244
H  2.009  -2.858  -4.430
H  4.139  -1.537  -3.459
H  3.162  0.180  -1.609
C  -2.136  3.634  -3.432
C  -1.006  3.272  -2.495
S  -1.471  3.031  -0.821
C  0.270  3.112  -2.907
C  0.681  3.327  -4.340
S  1.568  2.590  -1.853
H  -3.093  3.543  -2.920
H  -2.169  2.979  -4.307
H  -2.056  4.664  -3.794
H  -0.172  3.398  -5.015
H  1.325  2.510  -4.671
H  1.262  4.249  -4.441
C  -1.441  -2.866  4.649
C  -1.545  -1.482  4.578
C  -0.784  -0.779  3.662
C  0.084  -1.421  2.772
C  0.204  -2.805  2.894
C  -0.553  -3.523  3.814
Si  1.217  -0.317  1.699
C  2.491  -1.470  0.910
C  2.066  -2.599  0.200
C  2.969  -3.487  -0.358
C  4.332  -3.250  -0.247
C  4.778  -2.120  0.419
C  3.864  -1.247  0.997
C  2.137  0.414  3.224
C  2.904  -0.556  3.894
C  3.588  -0.279  5.065
C  3.515  0.989  5.630
C  2.740  1.953  5.010
C  2.065  1.665  3.827
H  -2.035  -3.423  5.364
H  -2.219  -0.951  5.241
H  -0.859  0.303  3.636
H  0.901  -3.344  2.266
H  -0.441  -4.599  3.878
H  1.005  -2.779  0.061
H  2.608  -4.347  -0.910
H  5.042  -3.933  -0.699
H  5.840  -1.917  0.497
H  4.234  -0.378  1.531
H  2.966  -1.561  3.494
H  4.173  -1.056  5.541
H  4.044  1.214  6.548
H  2.650  2.942  5.443
H  1.454  2.431  3.379

- gap between HOMO and LUMO (eV) = 5.91
- total charge = -1
- F_max (eV/Å) = 0.5

# 2
Density functional theory data (ωB97M-V/def2-TZVPD) for a molecular structure, C55H46N6S2SiTl.

Cartesian coordinates (Å):
Tl  0.404  0.061  -0.005
C  3.735  -1.781  -1.857
C  4.087  -0.406  -1.371
C  5.322  -0.154  -0.777
C  5.601  1.116  -0.312
C  4.661  2.117  -0.487
C  3.478  1.796  -1.140
N  3.192  0.564  -1.552
C  2.466  2.848  -1.458
C  2.873  4.165  -1.657
C  1.931  5.103  -2.032
C  0.616  4.706  -2.197
C  0.282  3.374  -1.960
N  1.196  2.470  -1.608
C  -1.141  2.911  -2.061
C  -2.195  3.820  -2.070
C  -3.484  3.332  -2.200
C  -3.679  1.971  -2.322
C  -2.575  1.124  -2.275
C  -2.730  -0.362  -2.398
N  -1.336  1.598  -2.139
H  4.225  -1.980  -2.814
H  2.660  -1.874  -1.989
H  4.061  -2.531  -1.136
H  6.029  -0.965  -0.651
H  6.531  1.324  0.202
H  4.822  3.107  -0.084
H  3.913  4.434  -1.554
H  2.219  6.131  -2.210
H  -0.128  5.421  -2.513
H  -2.031  4.879  -1.943
H  -4.328  4.011  -2.194
H  -4.672  1.553  -2.420
H  -2.290  -0.710  -3.337
H  -3.782  -0.646  -2.362
H  -2.199  -0.871  -1.593
N  -2.050  -9.160  -5.268
C  -1.821  -8.201  -4.677
C  -1.535  -7.001  -3.936
C  -0.418  -6.947  -3.106
C  -0.148  -5.789  -2.397
C  -0.978  -4.680  -2.512
C  -2.093  -4.744  -3.343
C  -2.377  -5.896  -4.053
C  -0.678  -3.431  -1.748
C  -0.067  -2.404  -2.499
C  0.171  -2.477  -3.896
C  0.697  -1.260  -4.283
C  0.774  -0.488  -3.111
N  0.337  -1.155  -2.046
C  -1.046  -3.442  -0.418
C  -1.614  -4.546  0.308
C  -1.731  -4.133  1.603
C  -1.242  -2.787  1.630
N  -0.855  -2.372  0.447
H  0.230  -7.809  -3.021
H  0.716  -5.734  -1.747
H  -2.736  -3.877  -3.428
H  -3.243  -5.948  -4.699
H  -0.026  -3.330  -4.526
H  1.001  -0.956  -5.273
H  1.147  0.517  -3.003
H  -1.879  -5.509  -0.101
H  -2.107  -4.692  2.447
H  -1.164  -2.146  2.498
C  4.511  -1.628  2.342
C  3.346  -0.722  1.999
S  2.010  -1.546  1.215
C  3.365  0.585  2.339
C  4.544  1.175  3.075
S  2.070  1.714  1.976
H  4.344  -2.629  1.947
H  4.650  -1.715  3.424
H  5.452  -1.251  1.927
H  5.490  0.702  2.796
H  4.431  1.060  4.160
H  4.618  2.244  2.874
C  -5.355  1.252  0.609
C  -4.584  0.097  0.559
C  -3.238  0.144  0.888
C  -2.616  1.329  1.297
C  -3.411  2.479  1.329
C  -4.760  2.445  0.985
Si  -0.790  1.323  1.920
C  -0.544  3.148  2.316
C  -0.329  4.094  1.317
C  -0.162  5.439  1.616
C  -0.218  5.866  2.935
C  -0.440  4.938  3.944
C  -0.596  3.594  3.637
C  -0.868  0.280  3.487
C  -2.103  0.057  4.106
C  -2.200  -0.697  5.268
C  -1.059  -1.249  5.832
C  0.175  -1.036  5.234
C  0.271  -0.276  4.076
H  -6.408  1.220  0.355
H  -5.031  -0.846  0.263
H  -2.657  -0.771  0.831
H  -2.980  3.422  1.642
H  -5.346  3.357  1.022
H  -0.286  3.775  0.285
H  0.019  6.150  0.817
H  -0.085  6.914  3.177
H  -0.482  5.262  4.978
H  -0.747  2.880  4.439
H  -3.007  0.466  3.673
H  -3.169  -0.858  5.726
H  -1.132  -1.848  6.733
H  1.070  -1.471  5.661
H  1.235  -0.133  3.607

- gap between HOMO and LUMO (eV) = 5.58
- total charge = -1
- F_max (eV/Å) = 0.7

Question: What is the F_max in the second record?
Answer: 0.7 eV/Å